DFT (wB97M-V/def2-TZVPD) results for a molecular structure, C14H25CaN5O6S.

Geometry as XYZ:
```
52
C14H25CaN5O6S | OMol25 | wB97M-V/def2-TZVPD
O -0.46674 3.61663 -0.57752
H 0.40453 4.01741 -0.39410
Ca -1.07930 1.10526 -0.54185
N -1.97941 2.16900 1.43035
N 0.23473 1.04097 1.71620
N -1.01097 -0.28632 -2.67142
N 0.78791 -0.71057 -0.89910
O -3.16183 2.56245 1.22373
O -1.86728 0.01255 -3.59068
O 1.88421 -0.86963 -0.09619
O 1.21888 0.22495 2.06756
C -0.03567 1.95251 2.67885
C -1.28664 2.59595 2.53130
C -0.20872 -1.34372 -2.91936
C 0.80083 -1.57276 -1.93229
C -1.79744 3.68155 3.39005
H -1.66564 4.65177 2.88922
H -1.24874 3.72770 4.33469
H -2.86576 3.52852 3.57994
C 0.95777 2.20354 3.75513
H 1.79989 2.78264 3.34449
H 1.36606 1.24892 4.11145
H 0.52325 2.75895 4.58980
C -0.34944 -2.20443 -4.11989
C 1.73890 -2.72384 -2.05858
H -1.08177 -1.77310 -4.81068
H -0.68156 -3.21109 -3.83281
H 0.60668 -2.33672 -4.63868
H 2.49634 -2.70697 -1.27146
H 2.23338 -2.67866 -3.03801
H 1.17955 -3.66911 -1.99020
H -1.95585 1.56791 -3.07979
H 1.64932 -0.31772 0.75557
C 1.79707 2.67427 -1.55856
H 1.88116 3.63429 -2.05940
H 1.91767 1.78227 -2.18191
H 2.13289 2.57149 -0.52697
O -1.92787 2.26426 -2.34714
H -1.16443 4.25763 -0.36467
H -1.40141 3.02640 -2.62693
S -2.25417 -1.23302 0.74683
C -1.02596 -2.37823 0.84054
N 0.13984 -2.06979 1.48009
C 1.12178 -2.97753 1.68975
C 1.01760 -4.25292 1.17462
C -0.12082 -4.58435 0.41888
C -1.12947 -3.64821 0.25364
H 0.31476 -1.11199 1.85148
H 1.97027 -2.62809 2.27222
H 1.82835 -4.95675 1.34871
H -0.20808 -5.57510 -0.02395
H -2.02862 -3.83914 -0.32299
```

Summary:
- LUMO energy (alpha / beta): -0.7217 / -1.5521 eV
- HOMO (alpha / beta): -6.624 / -6.625 eV
- Spin multiplicity: 1
- Max |F|: 3.46 eV Å⁻¹
- M: 431.5 g mol⁻¹
- Net charge: 0
- Calculated total energy: -63927.5022 eV